Record 1
The following is a DFT calculation (ωB97M-V with the def2-TZVPD basis set) of a structure of composition C6H15BCuO6P.

Structure (XYZ):
```
30
C6H15BCuO6P, DFT ωB97M-V with the def2-TZVPD basis set
Cu 3.176 1.308 2.906
P -1.798 -3.524 0.576
O -1.774 -3.461 2.071
O -0.841 1.892 1.292
O -1.470 -0.715 0.507
O 2.542 0.820 -1.793
O -1.788 -1.596 -1.638
O 1.154 0.820 1.229
C 2.567 -0.008 -0.637
C -1.322 0.274 -0.439
C 0.471 2.093 1.166
C 2.418 0.771 0.656
C -1.580 1.648 0.089
C -2.173 -0.232 -1.601
B -1.148 -1.908 -0.337
H 2.297 1.723 -1.571
H 0.793 2.706 2.025
H -1.912 0.211 -2.562
H -1.028 -4.640 0.154
H -3.093 -3.835 0.087
H -1.317 2.388 -0.670
H -3.239 -0.141 -1.380
H -2.625 1.799 0.343
H 0.746 2.619 0.243
H 1.738 -0.714 -0.697
H -0.300 0.248 -0.865
H 3.066 0.203 1.387
H 0.098 -1.976 -0.395
H 2.832 1.780 0.495
H 3.509 -0.551 -0.641
```

## Properties
- E_tot: -2695.5610 Ha
- HOMO level: -0.2408 Ha
- Spin multiplicity: 1

Okay, here come the natural (NBO) numbers, in e, for every atom: number 1, Cu, carries 0.9520; number 2, P, carries 1.2900; number 3, O, carries -1.1401; number 4, O, carries -0.4916; number 5, O, carries -0.6900; number 6, O, carries -0.6948; number 7, O, carries -0.7269; number 8, O, carries -0.5616; number 9, C, carries -0.1083; number 10, C, carries 0.0345; number 11, C, carries 0.2533; number 12, C, carries -0.1294; number 13, C, carries -0.0697; number 14, C, carries -0.0674; number 15, B, carries 0.3230; number 16, H, carries 0.4613; number 17, H, carries 0.1277; number 18, H, carries 0.1613; number 19, H, carries -0.1283; number 20, H, carries -0.1239; number 21, H, carries 0.1612; number 22, H, carries 0.1563; number 23, H, carries 0.2035; number 24, H, carries 0.1321; number 25, H, carries 0.2552; number 26, H, carries 0.1307; number 27, H, carries 0.0918; number 28, H, carries -0.1567; number 29, H, carries 0.1745; number 30, H, carries 0.1803

Record 2
The following is a DFT calculation (ωB97M-V with the def2-TZVPD basis set) of a structure of composition C6H15BINOZr at a distorted geometry.

Structure (XYZ):
```
26
C6H15BINOZr, DFT ωB97M-V with the def2-TZVPD basis set
I -2.200 -2.487 -1.829
Zr -4.096 -4.081 -1.296
O 1.896 1.975 1.531
N 4.024 -0.335 1.475
C -1.319 -0.478 -1.217
C 1.637 1.116 0.619
C 0.476 0.168 0.878
C -2.356 0.506 -0.657
C 3.527 0.190 0.401
C -3.839 0.252 -0.951
B -0.004 -0.743 -0.366
H -0.321 0.806 1.280
H -2.120 1.468 -1.125
H -0.950 -0.097 -2.181
H 1.310 1.942 2.324
H 3.261 -0.591 -0.333
H 0.699 -1.650 -0.682
H -4.291 -0.385 -0.189
H 0.775 -0.538 1.668
H 4.996 -0.113 1.751
H 1.549 1.664 -0.338
H 4.132 1.011 0.008
H -4.018 -0.111 -1.963
H -4.371 1.200 -0.883
H 3.850 -1.330 1.657
H -2.246 0.639 0.419
```

## Properties
- E_tot: -735.1760 Ha
- HOMO level: -0.7819 Ha
- Spin multiplicity: 1
- Charge: +4

Okay, here come the natural (NBO) numbers, in e, for every atom: number 1, I, carries 0.1859; number 2, Zr, carries 1.6577; number 3, O, carries -0.4537; number 4, N, carries -0.4561; number 5, C, carries -0.5524; number 6, C, carries 0.4289; number 7, C, carries -0.8858; number 8, C, carries -0.4601; number 9, C, carries -0.0567; number 10, C, carries -0.6249; number 11, B, carries 0.6890; number 12, H, carries 0.3214; number 13, H, carries 0.2699; number 14, H, carries 0.3026; number 15, H, carries 0.5635; number 16, H, carries 0.3167; number 17, H, carries -0.0438; number 18, H, carries 0.2123; number 19, H, carries 0.3113; number 20, H, carries 0.4973; number 21, H, carries 0.2973; number 22, H, carries 0.3046; number 23, H, carries 0.2171; number 24, H, carries 0.2887; number 25, H, carries 0.4541; number 26, H, carries 0.2152

Record 3
The following is a DFT calculation (ωB97M-V with the def2-TZVPD basis set) of a cluster of 2 separate species, C6H15BNO4 in total at a distorted geometry.

Structure (XYZ):
```
27
C6H15BNO4, DFT ωB97M-V with the def2-TZVPD basis set
O 0.826 -3.075 -0.768
O 1.647 -3.697 -2.709
O 3.053 -2.699 -1.190
O -0.504 -0.557 1.651
N -1.790 4.433 -0.330
C 1.954 -3.115 -1.522
C 1.001 -2.483 0.518
C 2.746 -3.807 -3.610
C -1.919 1.550 2.450
C -0.575 0.733 1.988
C -1.328 3.280 0.534
B -2.593 2.366 1.149
H 0.431 1.368 1.923
H 3.536 -4.433 -3.182
H 1.318 -1.440 0.423
H -0.648 2.588 -0.120
H -1.548 2.418 3.181
H -3.474 3.074 1.545
H -2.703 0.923 3.052
H -3.004 1.583 0.364
H 1.721 -3.056 1.112
H -0.933 4.694 -0.903
H 0.037 -2.504 1.033
H 2.386 -4.286 -4.525
H -2.010 5.212 0.337
H -0.761 3.746 1.471
H 3.133 -2.817 -3.870
```

## Properties
- E_tot: -618.1407 Ha
- HOMO level: -0.1637 Ha
- Spin multiplicity: 1
- Energy above the lowest of the compared OMol25 structures with the same formula, charge and spin: 0.0 kJ/mol
- Charge: -1

Okay, here come the natural (NBO) numbers, in e, for every atom: number 1, O, carries -0.4947; number 2, O, carries -0.5028; number 3, O, carries -0.6500; number 4, O, carries -0.6770; number 5, N, carries -0.8571; number 6, C, carries 0.9813; number 7, C, carries -0.2557; number 8, C, carries -0.2537; number 9, C, carries -0.6948; number 10, C, carries 0.4452; number 11, C, carries -0.4226; number 12, B, carries -0.1379; number 13, H, carries 0.1143; number 14, H, carries 0.1859; number 15, H, carries 0.2105; number 16, H, carries 0.1680; number 17, H, carries 0.1898; number 18, H, carries -0.0670; number 19, H, carries 0.2165; number 20, H, carries -0.0591; number 21, H, carries 0.1650; number 22, H, carries 0.3228; number 23, H, carries 0.2326; number 24, H, carries 0.1873; number 25, H, carries 0.3370; number 26, H, carries 0.1252; number 27, H, carries 0.1909

Record 4
The following is a DFT calculation (ωB97M-V with the def2-TZVPD basis set) of a structure of composition C6H15BiClI2N2O2P at a distorted geometry.

Structure (XYZ):
```
30
C6H15BiClI2N2O2P, DFT ωB97M-V with the def2-TZVPD basis set
Bi -0.103 -0.214 -0.195
I -1.663 0.431 2.227
I 1.904 -0.260 -2.312
Cl -1.635 -1.849 -1.155
P -1.427 1.734 -1.496
O 2.020 2.134 1.129
O 1.087 -1.703 0.920
N 2.136 -3.005 2.299
N 1.587 -0.839 3.010
C 1.585 -1.818 2.077
C 1.313 1.376 0.680
C 2.170 -4.075 1.321
C -1.318 1.264 -3.192
C -0.726 3.305 -1.153
C -3.090 1.572 -0.925
H -0.329 1.489 -3.597
H 3.208 -4.347 1.126
H -3.205 2.013 0.068
H 1.992 -1.039 3.914
H -2.091 1.906 -3.623
H -3.430 0.531 -0.915
H -0.795 3.553 -0.089
H 2.547 -3.157 3.202
H 1.662 -4.947 1.731
H 1.693 -3.796 0.381
H 1.141 0.061 2.847
H -3.618 2.149 -1.688
H -1.555 0.206 -3.346
H 0.312 3.366 -1.497
H -1.371 3.960 -1.747
```

## Properties
- E_tot: -2108.5859 Ha
- HOMO level: -0.5926 Ha
- Spin multiplicity: 1
- Energy above the lowest of the compared OMol25 structures with the same formula, charge and spin: 42.9 kJ/mol
- Charge: +2

Okay, here come the natural (NBO) numbers, in e, for every atom: number 1, Bi, carries 1.2379; number 2, I, carries -0.1336; number 3, I, carries -0.0543; number 4, Cl, carries -0.3783; number 5, P, carries 1.2837; number 6, O, carries -0.3361; number 7, O, carries -0.7520; number 8, N, carries -0.5371; number 9, N, carries -0.7968; number 10, C, carries 0.8068; number 11, C, carries 0.5003; number 12, C, carries -0.4277; number 13, C, carries -1.0082; number 14, C, carries -1.0174; number 15, C, carries -1.0084; number 16, H, carries 0.2952; number 17, H, carries 0.2319; number 18, H, carries 0.2941; number 19, H, carries 0.4343; number 20, H, carries 0.2828; number 21, H, carries 0.3079; number 22, H, carries 0.2902; number 23, H, carries 0.4178; number 24, H, carries 0.2336; number 25, H, carries 0.2393; number 26, H, carries 0.4161; number 27, H, carries 0.2831; number 28, H, carries 0.3082; number 29, H, carries 0.2903; number 30, H, carries 0.2961

Record 5
The following is a DFT calculation (ωB97M-V with the def2-TZVPD basis set) of the ion C6H15ClN3 with charge +1 at a distorted geometry.

Structure (XYZ):
```
25
C6H15ClN3, DFT ωB97M-V with the def2-TZVPD basis set
Cl 1.657 1.772 2.474
N 0.343 -0.770 1.737
N 0.151 1.695 1.405
N 1.130 1.779 -0.726
C -0.869 -1.591 -0.838
C -1.572 -0.385 -1.410
C 0.557 1.062 0.280
C 1.015 -0.302 0.515
C -1.395 0.769 -0.504
C 0.693 -1.413 -0.600
H 2.183 -0.410 0.610
H 1.646 1.255 -1.415
H 1.305 -1.146 -1.483
H -0.148 2.751 1.229
H -2.555 -0.511 -1.678
H -0.934 -2.288 -1.788
H 1.116 2.773 -0.764
H 0.205 0.016 2.229
H -1.871 0.632 0.473
H -0.959 -0.283 -2.314
H 0.996 -2.384 -0.255
H -1.246 -2.188 0.020
H -1.616 1.791 -0.778
H -0.575 -1.055 1.389
H 0.742 -1.571 2.191
```

## Properties
- E_tot: -861.6878 Ha
- HOMO level (spin up / spin down): -0.4282 / -0.4282 Ha
- Spin multiplicity: 1
- Energy above the lowest of the compared OMol25 structures with the same formula, charge and spin: 289.5 kJ/mol
- Charge: +1

Okay, here come the natural (NBO) numbers, in e, for every atom: number 1, Cl, carries -0.0030; number 2, N, carries -0.6680; number 3, N, carries -0.6302; number 4, N, carries -0.8591; number 5, C, carries -0.4242; number 6, C, carries -0.4585; number 7, C, carries 0.3216; number 8, C, carries -0.1094; number 9, C, carries -0.3653; number 10, C, carries -0.4035; number 11, H, carries 0.2560; number 12, H, carries 0.4004; number 13, H, carries 0.2329; number 14, H, carries 0.4369; number 15, H, carries 0.2442; number 16, H, carries 0.2587; number 17, H, carries 0.4137; number 18, H, carries 0.4541; number 19, H, carries 0.1707; number 20, H, carries 0.2110; number 21, H, carries 0.2262; number 22, H, carries 0.1953; number 23, H, carries 0.2134; number 24, H, carries 0.4391; number 25, H, carries 0.4470

Record 6
The following is a DFT calculation (ωB97M-V with the def2-TZVPD basis set) of a cluster of 2 separate species, C6H15ClNO in total at a distorted geometry.

Structure (XYZ):
```
24
C6H15ClNO, DFT ωB97M-V with the def2-TZVPD basis set
Cl -4.327 -0.932 -1.254
O -3.353 -3.116 -0.094
N 0.469 -0.113 0.024
C -0.429 2.057 0.751
C 0.305 -1.558 0.173
C -3.107 -1.966 -0.537
C 1.940 0.048 0.013
C -0.392 0.528 1.033
C -0.002 0.369 -1.356
H 0.098 -0.414 -2.127
H 2.367 -0.226 1.030
H 0.575 2.555 0.970
H -1.083 0.624 -1.389
H -0.050 0.397 1.968
H 2.352 1.119 0.053
H -4.232 -3.414 -0.150
H -1.358 0.224 1.090
H -1.007 2.516 1.521
H 1.098 -2.033 -0.365
H 2.439 -0.450 -0.716
H -0.586 -1.775 -0.484
H 0.599 1.024 -1.821
H -0.784 2.274 -0.362
H 0.308 -1.703 1.175
```

## Properties
- E_tot: -827.3846 Ha
- HOMO level: -0.4527 Ha
- Spin multiplicity: 1
- Energy above the lowest of the compared OMol25 structures with the same formula, charge and spin: 412.5 kJ/mol
- Charge: +1

Okay, here come the natural (NBO) numbers, in e, for every atom: number 1, Cl, carries -0.0388; number 2, O, carries -0.6025; number 3, N, carries -0.2026; number 4, C, carries -0.6361; number 5, C, carries -0.4076; number 6, C, carries 0.1741; number 7, C, carries -0.4298; number 8, C, carries -0.2200; number 9, C, carries -0.4261; number 10, H, carries 0.2371; number 11, H, carries 0.2397; number 12, H, carries 0.2243; number 13, H, carries 0.2516; number 14, H, carries 0.2196; number 15, H, carries 0.2468; number 16, H, carries 0.4930; number 17, H, carries 0.2403; number 18, H, carries 0.2465; number 19, H, carries 0.2182; number 20, H, carries 0.2330; number 21, H, carries 0.2609; number 22, H, carries 0.2292; number 23, H, carries 0.2309; number 24, H, carries 0.2181